No. 1
The following is a quantum chemistry calculation of a molecular structure, C36H44BCl2N9O5Tm, from OMol25.

XYZ file:
```
98
Properties=species:S:1:pos:R:3:lowdin_spin:R:1
Tm -0.942 0.093 0.981 2.01
N 0.822 -0.896 2.630 0.00
C 1.505 0.178 3.370 0.00
C 1.013 1.593 3.045 0.00
O 1.699 2.549 3.431 0.00
N -0.163 1.639 2.430 0.00
C -0.723 2.949 2.184 0.00
C -2.112 2.832 1.542 0.00
O -2.843 3.808 1.479 0.00
O -2.419 1.648 1.092 0.00
H 0.581 -1.668 3.238 0.00
H 1.408 -1.256 1.886 0.00
H 2.589 0.156 3.234 0.00
H 1.324 0.035 4.439 0.00
H -0.101 3.546 1.501 0.00
H -0.816 3.554 3.093 0.00
C 3.011 -3.048 -1.864 0.00
C 1.833 -2.189 -1.423 0.00
C 1.063 -1.651 -2.630 0.00
C 0.909 -2.938 -0.500 0.00
C 0.945 -4.307 -0.184 0.00
C -0.159 -4.508 0.614 0.00
N -0.799 -3.340 0.753 0.00
N -0.156 -2.363 0.066 0.00
B -2.153 -3.121 1.464 0.00
N -3.114 -2.376 0.531 0.00
C -4.329 -2.778 0.135 0.00
C -4.864 -1.816 -0.694 0.00
C -3.878 -0.816 -0.755 0.00
N -2.832 -1.166 -0.012 0.00
C -3.882 0.472 -1.530 0.00
C -2.921 0.392 -2.716 0.00
C -5.287 0.835 -1.998 0.00
N -2.008 -2.339 2.803 0.00
C -1.866 -2.849 4.036 0.00
C -1.930 -1.814 4.946 0.00
C -2.122 -0.664 4.162 0.00
N -2.157 -0.995 2.875 0.00
C -2.385 0.748 4.592 0.00
C -3.835 0.877 5.065 0.00
C -1.409 1.219 5.662 0.00
H 3.703 -2.452 -2.461 0.00
H 2.686 -3.892 -2.479 0.00
H 3.560 -3.447 -1.010 0.00
H 2.228 -1.333 -0.873 0.00
H 0.631 -2.474 -3.206 0.00
H 1.726 -1.082 -3.287 0.00
H 0.246 -0.999 -2.317 0.00
H 1.672 -5.034 -0.497 0.00
H -0.548 -5.398 1.080 0.00
H -2.600 -4.211 1.720 0.00
H -4.720 -3.722 0.477 0.00
H -5.822 -1.828 -1.180 0.00
H -3.530 1.249 -0.847 0.00
H -3.219 -0.405 -3.404 0.00
H -1.899 0.203 -2.389 0.00
H -2.917 1.336 -3.263 0.00
H -5.669 0.100 -2.713 0.00
H -5.279 1.806 -2.494 0.00
H -5.984 0.892 -1.161 0.00
H -1.768 -3.913 4.177 0.00
H -1.884 -1.882 6.019 0.00
H -2.259 1.366 3.704 0.00
H -4.010 0.268 5.957 0.00
H -4.528 0.551 4.289 0.00
H -4.063 1.915 5.311 0.00
H -1.425 0.555 6.531 0.00
H -1.686 2.217 6.008 0.00
H -0.388 1.273 5.283 0.00
Cl 4.349 -0.212 -4.077 0.00
C 3.151 0.897 -4.680 0.00
C 2.239 0.396 -5.596 0.00
C 1.298 1.224 -6.179 0.00
C 1.285 2.568 -5.841 0.00
C 2.183 3.049 -4.912 0.00
Cl 2.110 4.738 -4.486 0.00
C 3.138 2.241 -4.273 0.00
N 3.987 2.792 -3.338 0.00
C 4.438 2.137 -2.145 0.00
C 5.805 2.071 -1.925 0.00
C 6.298 1.467 -0.781 0.00
C 5.412 0.927 0.134 0.00
C 4.043 1.005 -0.077 0.00
C 3.525 1.623 -1.213 0.00
C 2.048 1.818 -1.469 0.00
C 0.990 1.126 -0.634 0.00
O -0.207 1.424 -0.889 0.00
O 1.248 0.249 0.232 0.00
H 2.292 -0.653 -5.848 0.00
H 0.584 0.831 -6.887 0.00
H 0.568 3.253 -6.271 0.00
H 3.897 3.793 -3.256 0.00
H 6.468 2.475 -2.679 0.00
H 7.366 1.415 -0.612 0.00
H 5.781 0.452 1.034 0.00
H 3.356 0.613 0.652 0.00
H 1.793 1.516 -2.489 0.00
H 1.808 2.886 -1.443 0.00
```

Output
charge	-1
2S+1	3
frontier orbital gap	7.7235	eV
largest force on an atom	0.81	eV/A
expectation value of S²	2.00
HOMO level	-5.43	eV


No. 2
The following is a quantum chemistry calculation of a gas-phase ion, C10H10N (charge +1) in a non-equilibrium geometry, from OMol25.

XYZ file:
```
21
Properties=species:S:1:pos:R:3:mulliken_charge:R:1
C -1.383 -2.265 -0.434 -1.24
C -0.154 -1.557 -0.067 0.89
C 0.061 -0.217 0.115 -0.06
C -0.537 1.029 0.124 1.29
C -1.915 1.263 0.608 -1.51
C 0.242 2.170 -0.221 -0.68
C 1.602 2.140 -0.309 -0.22
C 2.377 0.956 -0.123 -0.61
C 1.773 -0.201 0.175 -0.09
N 2.124 -1.482 0.332 -0.50
C 1.130 -2.264 0.140 -0.27
H -1.421 -3.186 0.152 0.38
H -1.356 -2.591 -1.476 0.34
H -2.281 -1.676 -0.268 0.34
H -2.383 0.376 1.020 0.39
H -2.508 1.613 -0.241 0.40
H -1.926 2.069 1.344 0.41
H -0.272 3.114 -0.304 0.43
H 2.136 3.058 -0.495 0.42
H 3.448 0.987 -0.258 0.45
H 1.241 -3.334 0.185 0.45
```

Output
charge	+1
frontier orbital gap	6.5449	eV
largest force on an atom	4.88	eV/A
HOMO level	-13.35	eV


No. 3
The following is a quantum chemistry calculation of a molecular structure, C2H10BCl3CoN2O16 in a non-equilibrium geometry, from OMol25.

XYZ file:
```
35
Properties=species:S:1:pos:R:3:lowdin_spin:R:1
Co 35.084 2.841 -11.632 2.82
Cl 37.757 1.586 -13.879 0.00
O 39.022 2.160 -13.560 0.00
O 36.701 2.372 -13.214 0.02
O 37.468 1.599 -15.295 0.00
O 37.684 0.243 -13.359 0.00
Cl 36.946 0.772 -9.260 0.00
O 36.372 0.271 -8.026 0.00
O 37.890 -0.165 -9.817 0.00
O 35.893 1.076 -10.184 0.01
O 37.662 2.000 -8.945 0.00
Cl 33.320 5.089 -13.264 0.00
O 34.664 4.800 -12.739 0.02
O 32.399 4.830 -12.187 0.00
O 33.196 6.459 -13.646 0.00
O 33.046 4.249 -14.400 0.00
B 33.554 1.344 -12.342 0.03
H 34.640 1.184 -12.637 0.01
H 33.136 0.317 -12.018 0.01
H 33.402 2.099 -11.499 0.01
H 32.954 1.756 -13.237 0.01
C 37.440 5.453 -9.073 0.00
N 37.381 4.895 -10.438 0.00
O 36.491 4.102 -10.624 0.01
O 38.161 5.284 -11.262 0.00
H 36.475 5.913 -8.887 0.00
H 38.229 6.200 -9.023 0.00
H 37.749 4.674 -8.379 0.00
C 32.607 5.078 -8.770 0.00
N 33.522 3.880 -8.775 0.00
O 34.056 3.628 -9.829 0.02
O 33.561 3.178 -7.794 0.00
H 32.768 5.570 -9.728 0.00
H 32.962 5.716 -7.966 0.00
H 31.570 4.775 -8.701 0.00
```

Output
charge	-2
2S+1	4
frontier orbital gap (alpha / beta)	7.9657 / 7.9653	eV
largest force on an atom	2.50	eV/A
expectation value of S²	3.75
HOMO level (alpha / beta)	-3.87 / -3.87	eV


No. 4
The following is a quantum chemistry calculation of a molecular structure, C27H22IrN2O2S2, from OMol25.

XYZ file:
```
56
Properties=species:S:1:pos:R:3:mulliken_charge:R:1
Ir 0.651 0.351 1.287 2.12
O 2.216 -0.912 1.264 -0.81
N 2.679 -1.306 2.464 0.22
C 3.834 -2.005 2.436 -0.18
C 4.388 -2.472 3.595 -0.72
C 3.741 -2.209 4.804 -0.20
C 2.573 -1.486 4.800 -0.77
C 2.026 -1.014 3.604 0.71
S 0.556 -0.076 3.542 -0.60
H 4.240 -2.141 1.446 0.45
H 5.315 -3.023 3.552 0.42
H 4.156 -2.565 5.736 0.41
H 2.050 -1.254 5.717 0.43
C 2.696 3.861 -0.034 -0.65
C 2.651 3.744 -1.419 -0.87
C 2.085 2.621 -1.997 -0.54
C 1.570 1.619 -1.179 1.42
C 1.608 1.734 0.215 -0.37
C 2.170 2.867 0.783 -0.78
C 0.883 0.418 -1.639 0.75
C 0.820 -0.021 -2.979 -1.06
C 0.101 -1.134 -3.278 -1.14
C -0.543 -1.859 -2.246 1.41
C -1.283 -3.032 -2.509 -0.84
C -1.834 -3.751 -1.486 -0.75
C -1.665 -3.313 -0.160 -0.74
C -0.970 -2.168 0.127 -1.11
C -0.395 -1.411 -0.916 0.43
N 0.301 -0.255 -0.656 -0.16
H 3.134 4.744 0.413 0.43
H 3.049 4.533 -2.042 0.41
H 2.028 2.540 -3.075 0.39
H 2.207 2.973 1.860 0.44
H 1.348 0.537 -3.738 0.52
H 0.023 -1.490 -4.298 0.45
H -1.397 -3.352 -3.537 0.45
H -2.388 -4.658 -1.689 0.43
H -2.089 -3.890 0.652 0.46
H -0.860 -1.850 1.155 0.45
C -3.215 2.830 1.542 -1.13
S -2.338 1.285 1.366 0.36
O -0.889 1.791 1.297 -0.53
C -2.793 0.862 -0.297 0.75
C -3.644 -0.217 -0.483 -0.51
C -4.001 -0.572 -1.776 -0.61
C -3.493 0.141 -2.852 -0.55
C -2.628 1.212 -2.650 -0.80
C -2.272 1.582 -1.364 -0.23
H -2.991 3.462 0.685 0.34
H -2.865 3.283 2.467 0.44
H -4.281 2.617 1.603 0.42
H -4.013 -0.776 0.368 0.40
H -4.666 -1.409 -1.941 0.44
H -3.768 -0.141 -3.860 0.46
H -2.235 1.759 -3.496 0.43
H -1.581 2.398 -1.184 0.41
```

Output
charge	+1
frontier orbital gap	7.7884	eV
largest force on an atom	0.51	eV/A
HOMO level	-10.77	eV


Which value of charge does entry 1 give?
-1